{
  "formula": "C20H41BiN2P3S",
  "method": "the ωB97M-V functional and the def2-TZVPD basis",
  "e_above_lowest_kcal_mol": 73.7,
  "largest_force_ha_per_bohr": 0.0507,
  "e_tot_ev": -68896.2104,
  "mol_weight_da": 643.53,
  "homo_energy_ev": [-16.889, -16.828],
  "charge": 3,
  "multiplicity": 1,
  "symbols": ["Bi", "P", "P", "P", "H", "C", "C", "H", "C", "C", "C", "C", "C", "C", "C", "C", "C", "H", "H", "H", "H", "H", "H", "H", "H", "H", "H", "H", "H", "H", "H", "H", "H", "H", "H", "H", "H", "H", "H", "H", "H", "H", "H", "H", "H", "H", "C", "C", "C", "C", "C", "C", "S", "H", "H", "H", "H", "H", "H", "N", "C", "C", "N", "C", "H", "H", "H", "H"],
  "coordinates": [[-0.5252, 0.4950, -0.1504], [-1.6144, 0.5105, 2.5093], [1.2444, -1.6706, 1.9260], [-1.3005, -2.3561, -0.4413], [-0.3180, 3.1845, -5.6112], [-1.1861, 2.5231, -5.5244], [-2.1030, 2.7047, -4.5690], [-1.9876, 3.5547, -3.8789], [-1.2744, 2.0460, 3.4445], [-1.6582, -0.6836, 3.9180], [-3.4126, 0.7010, 2.2291], [2.7055, -2.3256, 1.0109], [2.1945, -0.9569, 3.3482], [0.7541, -3.2314, 2.8027], [-2.3817, -2.4167, -1.9156], [-2.3377, -3.2864, 0.7456], [-0.1034, -3.6621, -0.9140], [-1.3213, 1.7586, -6.2784], [-3.0788, 2.1934, -4.6355], [-1.0537, 2.8645, 2.7517], [-0.4187, 1.9117, 4.1179], [-2.1633, 2.3055, 4.0323], [-0.6772, -0.7766, 4.4003], [-1.9780, -1.6803, 3.5881], [-2.3777, -0.3124, 4.6654], [-3.5759, 1.3713, 1.3803], [-3.8670, 1.1429, 3.1242], [-3.8779, -0.2677, 2.0115], [3.2322, -3.0623, 1.6277], [3.3787, -1.4801, 0.8293], [2.4060, -2.7967, 0.0686], [2.6270, -1.7694, 3.9405], [1.5202, -0.3745, 3.9860], [3.0065, -0.3311, 2.9633], [1.6312, -3.5670, 3.3717], [0.4667, -4.0348, 2.1101], [-0.0576, -3.0196, 3.5154], [-2.5218, -3.4655, -2.2023], [-1.9099, -1.8588, -2.7297], [-3.3415, -1.9457, -1.6801], [-2.7375, -4.1816, 0.2539], [-3.1789, -2.6675, 1.0692], [-1.7854, -3.5909, 1.6394], [-0.6633, -4.4417, -1.4480], [0.4209, -4.1111, -0.0609], [0.6393, -3.2487, -1.6053], [-0.1822, 1.2620, -3.1158], [0.4571, 0.3555, -4.0002], [1.6999, 0.7283, -4.5132], [2.2286, 2.0136, -4.2352], [1.5682, 2.8953, -3.3612], [0.3427, 2.5396, -2.8093], [-1.8341, 1.0308, -2.6864], [-0.2407, -0.5912, -1.6172], [-0.1203, -0.5196, -4.3333], [2.2195, 0.0118, -5.1672], [3.1583, 2.3514, -4.7035], [2.0425, 3.8465, -3.1209], [-0.2732, 3.2331, -2.2184], [2.8941, 3.0521, 2.2346], [3.2927, 3.4133, 0.9584], [2.5153, 2.6962, 0.0951], [1.6389, 1.9091, 0.8403], [1.9059, 2.1458, 2.1287], [3.2869, 3.3974, 3.1051], [4.0547, 4.1433, 0.7733], [2.4992, 2.6869, -0.9819], [1.4072, 1.7051, 2.9922]]
}

***

{
  "formula": "C20H41F3NOP",
  "method": "the ωB97M-V functional and the def2-TZVPD basis",
  "largest_force_ha_per_bohr": 0.1104,
  "e_tot_ev": -42374.9103,
  "mol_weight_da": 399.52,
  "homo_energy_ev": -3.684,
  "multiplicity": 1,
  "symbols": ["C", "C", "N", "C", "O", "C", "F", "F", "F", "H", "H", "H", "H", "H", "C", "C", "C", "C", "P", "C", "C", "C", "C", "C", "C", "C", "C", "C", "C", "C", "C", "H", "H", "H", "H", "H", "H", "H", "H", "H", "H", "H", "H", "H", "H", "H", "H", "H", "H", "H", "H", "H", "H", "H", "H", "H", "H", "H", "H", "H", "H", "H", "H", "H", "H", "H", "H"],
  "coordinates": [[-9.8243, -0.2574, -3.7798], [-8.3496, -0.1011, -3.9502], [-7.3909, 0.1594, -2.8092], [-6.9052, 1.5980, -2.7899], [-5.5119, 1.6669, -2.3236], [-5.4133, 1.7872, -0.8609], [-3.9816, 1.4468, -0.5180], [-5.6728, 3.1447, -0.3287], [-6.2487, 0.8309, -0.0945], [-10.6387, 0.4434, -4.2880], [-10.2006, -1.1413, -3.0982], [-7.8843, -0.2355, -5.0370], [-6.9068, 1.9742, -3.9230], [-7.6242, 2.3409, -2.2192], [1.3671, 2.3825, -2.5702], [2.4014, 2.3543, -1.4556], [3.2447, 1.0822, -1.4453], [2.5564, -0.1694, -0.8909], [2.4320, -0.3639, 0.8691], [4.0830, -0.0769, 1.5574], [5.3115, -0.7832, 0.9861], [5.5143, -2.2629, 1.3221], [5.3900, -2.6117, 2.7963], [2.0547, -2.0435, 1.2885], [0.7905, -2.7506, 0.8238], [-0.5027, -2.4378, 1.5646], [-0.3903, -2.3817, 3.0792], [1.4687, 0.8601, 1.7208], [-0.0447, 1.0203, 1.6644], [-0.7017, 1.0409, 0.2864], [-1.1471, 2.4309, -0.1406], [0.6818, 1.5323, -2.5134], [0.7743, 3.3005, -2.5095], [1.8538, 2.3595, -3.5546], [1.9101, 2.5065, -0.4949], [3.0690, 3.2138, -1.5959], [4.1530, 1.2806, -0.8686], [3.5755, 0.8752, -2.4716], [3.1543, -1.0244, -1.2360], [1.5846, -0.3104, -1.3690], [4.0299, -0.2332, 2.6399], [4.2596, 0.9997, 1.4387], [6.1940, -0.2467, 1.3573], [5.3280, -0.6744, -0.1033], [6.5201, -2.5509, 0.9883], [4.8345, -2.8839, 0.7346], [6.1463, -2.0863, 3.3875], [5.5360, -3.6873, 2.9390], [4.4045, -2.3631, 3.1977], [2.1949, -2.1891, 2.3641], [2.8503, -2.6258, 0.8204], [0.9650, -3.8305, 0.9296], [0.6418, -2.5709, -0.2479], [-1.2444, -3.2049, 1.3001], [-0.9157, -1.5074, 1.1849], [-0.1132, -3.3618, 3.4854], [-1.3533, -2.0955, 3.5140], [0.3467, -1.6498, 3.4147], [1.9100, 1.8364, 1.4929], [1.7005, 0.7084, 2.7840], [-0.3055, 1.9386, 2.2067], [-0.4981, 0.2271, 2.2604], [-1.6034, 0.4154, 0.3118], [-0.0546, 0.6056, -0.4695], [-1.9463, 2.7975, 0.5117], [-1.5379, 2.4047, -1.1630], [-0.3210, 3.1479, -0.1028]]
}

***

{
  "formula": "C20H41FNO9S4",
  "method": "the ωB97M-V functional and the def2-TZVPD basis",
  "largest_force_ha_per_bohr": 0.0154,
  "e_tot_ev": -87371.5379,
  "mol_weight_da": 586.81,
  "homo_energy_ev": -12.403,
  "charge": 1,
  "multiplicity": 1,
  "symbols": ["F", "N", "C", "C", "O", "C", "C", "H", "H", "H", "H", "H", "H", "H", "H", "H", "C", "C", "C", "S", "O", "O", "C", "H", "H", "H", "H", "H", "H", "H", "H", "C", "C", "C", "S", "O", "O", "C", "H", "H", "H", "H", "H", "H", "H", "H", "C", "C", "C", "S", "O", "O", "C", "H", "H", "H", "H", "H", "H", "H", "H", "C", "C", "C", "S", "O", "O", "C", "H", "H", "H", "H", "H", "H", "H", "H"],
  "coordinates": [[-1.3357, 2.2814, 0.3845], [-1.0022, 0.9374, 0.3579], [-1.5015, 0.3029, 1.6254], [-0.4417, -0.6330, 2.1644], [0.6754, 0.1681, 2.4919], [1.3232, 0.6726, 1.3302], [0.4460, 0.7460, 0.0921], [-1.5067, 0.5069, -0.4266], [-1.6109, 1.1047, 2.3417], [-2.4442, -0.1924, 1.4342], [-0.1601, -1.4195, 1.4702], [-0.8058, -1.0757, 3.0811], [1.7138, 1.6502, 1.5868], [2.1491, 0.0175, 1.0850], [0.5352, -0.1478, -0.5159], [0.7579, 1.5778, -0.5291], [-3.7193, 6.3569, -2.7691], [-2.8458, 5.5286, -1.8177], [-3.7612, 4.5029, -1.1352], [-5.1033, 4.1844, -2.2878], [-6.3296, 4.6523, -1.7038], [-4.9934, 2.8384, -2.8055], [-4.5735, 5.3510, -3.5346], [-3.1194, 6.9638, -3.4445], [-4.3605, 7.0275, -2.1939], [-2.0728, 5.0115, -2.3912], [-2.3431, 6.1549, -1.0824], [-3.2511, 3.5658, -0.9248], [-4.2018, 4.8972, -0.2216], [-5.4481, 5.7895, -4.0087], [-3.9832, 4.8036, -4.2692], [3.2614, -4.8609, -0.9503], [3.7056, -5.1395, 0.4924], [3.2224, -3.9671, 1.3567], [1.7548, -3.3330, 0.5444], [2.0169, -1.9796, 0.0847], [0.5862, -3.6095, 1.3454], [1.7985, -4.4325, -0.8616], [3.3795, -5.7350, -1.5876], [3.8618, -4.0525, -1.3732], [3.2499, -6.0677, 0.8414], [4.7846, -5.2565, 0.5674], [2.9570, -4.2742, 2.3649], [3.9560, -3.1625, 1.3983], [1.4394, -3.9080, -1.7444], [1.1474, -5.2759, -0.6345], [-3.1172, 0.0732, -3.9675], [-3.2147, -1.3108, -4.6215], [-2.8238, -2.3511, -3.5633], [-3.2547, -1.6289, -1.9785], [-2.0258, -1.4311, -1.2165], [-4.3567, -2.3386, -1.3929], [-3.8172, -0.0530, -2.6187], [-3.5793, 0.8464, -4.5773], [-2.0663, 0.3405, -3.8224], [-4.2410, -1.4865, -4.9471], [-2.5757, -1.3890, -5.4990], [-3.3687, -3.2846, -3.6769], [-1.7528, -2.5466, -3.5595], [-3.5675, 0.7461, -1.9235], [-4.8976, -0.1135, -2.7337], [3.4783, -0.1143, 4.6960], [4.6966, 0.3620, 5.5005], [5.9222, -0.3973, 4.9709], [5.5648, -0.7820, 3.2539], [5.4524, -2.2134, 3.1053], [6.4151, -0.0073, 2.3885], [3.9158, -0.0935, 3.2359], [2.6068, 0.5173, 4.8595], [3.2157, -1.1327, 4.9909], [4.8351, 1.4348, 5.3526], [4.5655, 0.1940, 6.5678], [6.8306, 0.1976, 5.0122], [6.0730, -1.3391, 5.4947], [3.2901, -0.6958, 2.5847], [3.9901, 0.9262, 2.8573]]
}

***

{
  "formula": "C20H41GeIrN2O5S",
  "method": "the ωB97M-V functional and the def2-TZVPD basis",
  "e_above_lowest_kcal_mol": 77.9,
  "largest_force_ha_per_bohr": 0.0403,
  "e_tot_ev": -104806.2287,
  "mol_weight_da": 686.45,
  "s2": 0.759,
  "homo_energy_ev": [-9.914, -11.149],
  "charge": 1,
  "multiplicity": 2,
  "symbols": ["Ir", "C", "C", "C", "C", "O", "Ge", "O", "C", "C", "C", "C", "O", "C", "C", "C", "C", "H", "H", "H", "H", "H", "H", "H", "H", "H", "H", "H", "H", "H", "H", "H", "H", "H", "H", "H", "H", "H", "H", "H", "H", "H", "H", "H", "C", "O", "C", "C", "H", "H", "H", "H", "H", "H", "O", "C", "C", "N", "C", "C", "N", "C", "S", "H", "H", "H", "H", "H", "H", "H", "H"],
  "coordinates": [[0.3557, 0.1829, 0.1770], [-1.7503, 2.6195, 3.4658], [-1.4263, 2.4521, 1.9864], [-2.6347, 2.7993, 1.1336], [-0.2435, 3.3287, 1.6174], [-1.0801, 1.0756, 1.7223], [-0.7436, -0.2466, 2.9793], [-0.3034, -2.1461, 1.1642], [-1.9011, -1.8271, -0.5864], [-1.5020, -3.0558, -1.4088], [-2.9750, -2.2157, 0.4254], [-2.3797, -0.7023, -1.4810], [0.9697, -0.0660, 2.3675], [2.1963, -0.4208, 3.0866], [3.2842, -0.7489, 2.0882], [1.9340, -1.6282, 3.9799], [2.5852, 0.7953, 3.9120], [-2.0615, 3.6439, 3.6685], [-0.8718, 2.4076, 4.0861], [-2.5621, 1.9520, 3.7668], [-2.9127, 3.8450, 1.2781], [-3.4869, 2.1712, 1.4024], [-2.4047, 2.6378, 0.0771], [-0.4733, 4.3814, 1.7933], [-0.0095, 3.1949, 0.5623], [0.6364, 3.0585, 2.2100], [-1.1365, -3.8603, -0.7675], [-0.7128, -2.7953, -2.1180], [-2.3646, -3.4201, -1.9720], [-2.7109, -3.1631, 0.8984], [-3.9252, -2.3254, -0.1006], [-3.8819, -1.3102, 1.9188], [-1.6031, -0.4076, -2.1822], [-2.6552, 0.1742, -0.8970], [-3.2533, -1.0367, -2.0481], [3.0517, -1.6725, 1.5551], [4.2358, -0.8779, 2.6061], [3.3957, 0.0567, 1.3587], [1.5222, -2.4485, 3.3878], [1.2269, -1.3864, 4.7787], [2.8620, -1.9649, 4.4430], [2.8019, 1.6445, 3.2592], [3.4726, 0.5810, 4.5102], [1.7737, 1.0775, 4.5890], [-1.1445, 3.1295, -2.4258], [-0.9730, 1.8893, -1.7188], [0.2817, 1.4738, -1.3846], [1.3558, 2.5202, -1.3613], [-0.4744, 3.1882, -3.2837], [-0.9724, 3.9870, -1.7733], [-2.1736, 3.1377, -2.7694], [1.1116, 3.3661, -0.7136], [1.5294, 2.9060, -2.3691], [2.2932, 2.0800, -1.0130], [-3.0748, -1.1842, 1.4101], [-0.6580, -1.4523, 0.2503], [2.2653, -3.6537, -2.7554], [1.5375, -2.4585, -3.1443], [1.1361, -2.2261, -4.5363], [0.5217, -0.8123, -4.4697], [0.9901, -0.3083, -3.1617], [1.4672, -1.2959, -2.4713], [1.9498, -1.1059, -0.8034], [3.2135, -3.7241, -3.2931], [1.6695, -4.5376, -2.9824], [2.4615, -3.6245, -1.6878], [0.4222, -2.9845, -4.8562], [2.0073, -2.2707, -5.1950], [-0.5690, -0.8431, -4.4909], [0.8636, -0.1670, -5.2732], [0.6244, 0.6179, -2.4208]]
}